# 1
ORCA calculation (ωB97M-V/def2-TZVPD) on a structure of composition C41H51AlB2BrFKN4NaO14 in a non-equilibrium geometry.

Geometry as ORCA input:
```
! wB97M-V def2-TZVPD RIJCOSX def2/J DEFGRID3
* xyz 2 1
C 2.933 -2.200 1.786
C 1.566 -2.470 2.699
O 0.684 -1.272 2.767
B -0.716 -1.691 3.130
O -0.999 -1.957 4.555
C -1.811 -1.762 1.892
C -2.044 -3.207 1.084
N -1.286 -4.497 1.452
C -1.880 -5.074 2.582
C -3.463 -4.827 2.960
C -0.984 -5.990 3.609
C -3.133 -3.374 -0.161
B -3.418 -4.776 -0.972
N -3.041 -6.182 -0.472
O -4.142 -4.751 -2.293
C -4.049 -2.056 -0.620
C -3.809 -0.654 0.198
C -2.710 -0.466 1.445
C -2.638 1.035 2.179
O -1.508 1.613 2.596
C -4.121 1.799 2.305
O -4.551 2.593 3.466
C -3.793 3.846 3.603
C -4.316 4.917 2.473
C -5.112 1.630 1.167
N -6.503 2.288 1.171
C -4.722 0.699 -0.167
O -5.099 1.007 -1.423
H 2.923 -1.161 1.241
H 3.909 -2.227 2.449
H 3.076 -3.046 0.957
H 0.980 -3.355 2.178
H 1.957 -2.812 3.769
H -0.229 -1.519 5.064
H -3.630 -3.803 3.550
H -3.782 -5.701 3.676
H -4.159 -4.821 2.018
H -1.041 -5.574 4.725
H 0.147 -5.931 3.246
H -1.429 -7.071 3.589
H -3.430 -6.303 0.511
H -2.006 -6.327 -0.483
H -3.822 -3.972 -2.836
H -4.841 -2.150 -1.505
H -4.106 4.306 4.659
H -2.629 3.724 3.643
H -5.080 4.446 1.717
H -4.894 5.790 3.036
H -3.368 5.302 1.901
H -6.988 1.821 1.989
H -6.975 1.881 0.323
Na 0.312 -4.411 -0.542
C 2.070 2.535 -0.579
C 2.435 2.476 -2.040
C 3.247 1.201 -2.112
O 2.735 0.323 -1.100
C 1.861 1.074 -0.246
H 1.191 3.150 -0.370
H 2.913 2.933 -0.001
H 1.527 2.375 -2.645
H 2.985 3.353 -2.391
H 4.303 1.389 -1.888
H 3.179 0.715 -3.090
H 0.834 0.761 -0.461
H 2.083 0.846 0.801
C -4.202 -0.941 4.670
O -4.700 -1.630 3.655
H -3.107 -0.962 4.807
H -4.388 0.147 4.683
H -4.540 -1.217 5.684
O -3.804 -3.897 -5.229
C -4.485 -2.915 -5.471
O -4.280 -1.682 -4.923
C -5.324 -0.803 -5.342
C -5.873 -1.413 -6.605
C -5.686 -2.890 -6.367
H -6.075 -0.748 -4.546
H -4.917 0.197 -5.515
H -6.910 -1.130 -6.804
H -5.266 -1.099 -7.463
H -6.537 -3.328 -5.838
H -5.493 -3.425 -7.300
K 0.312 -0.633 6.723
Br 4.812 -3.058 0.470
F 3.612 -3.465 4.588
C 6.179 1.622 0.623
C 6.670 0.400 0.165
C 7.876 0.351 -0.536
C 8.588 1.529 -0.790
C 8.085 2.754 -0.353
C 6.883 2.800 0.366
C 8.802 4.009 -0.658
O 8.363 5.085 -0.272
C 10.051 3.949 -1.443
C 10.711 5.135 -1.790
C 11.900 5.087 -2.520
C 12.437 3.857 -2.898
C 11.779 2.673 -2.560
C 10.579 2.720 -1.839
C 9.872 1.465 -1.516
O 10.341 0.384 -1.852
H 5.244 1.660 1.178
H 6.115 -0.516 0.355
H 8.256 -0.608 -0.886
H 6.491 3.751 0.722
H 10.300 6.100 -1.496
H 12.408 6.009 -2.793
H 13.367 3.818 -3.461
H 12.202 1.717 -2.862
C -7.771 3.057 -1.795
N -8.493 4.040 -2.647
O -9.130 4.929 -2.070
O -8.401 3.891 -3.871
H -7.939 3.308 -0.745
H -8.170 2.067 -2.023
H -6.709 3.124 -2.042
Al 2.370 0.288 2.668
*
```

## Properties
Lowest unoccupied orbital energy in eV: -10.05
HOMO level in eV: -11.647


# 2
ORCA calculation (ωB97M-V/def2-TZVPD) on a structure of composition C4H10O3S in a non-equilibrium geometry.

Geometry as ORCA input:
```
! wB97M-V def2-TZVPD RIJCOSX def2/J DEFGRID3
* xyz 0 1
O 2.941 0.526 0.692
C 1.948 0.023 0.282
O 1.845 -1.170 -0.233
C 0.548 0.792 0.319
C 0.077 0.927 -1.141
C -0.915 1.704 -0.476
S -1.950 -0.591 -0.397
H 1.109 -1.687 0.315
H -0.093 0.114 0.884
H 0.902 1.638 0.914
H -0.196 -0.032 -1.576
H 0.786 1.466 -1.765
H -1.756 1.251 0.045
H -1.095 2.735 -0.776
H -3.099 -1.198 -0.079
H -0.831 -1.527 0.656
H -0.215 -2.952 1.164
O -0.007 -2.018 1.173
*
```

## Properties
Lowest unoccupied orbital energy in eV: -1.61
HOMO level in eV: -8.349


# 3
ORCA calculation (ωB97M-V/def2-TZVPD) on a structure of composition C36H36Cl2HgOP3S2 in a non-equilibrium geometry.

Geometry as ORCA input:
```
! wB97M-V def2-TZVPD RIJCOSX def2/J DEFGRID3
* xyz -2 2
Hg -0.215 -0.251 -0.379
S 1.371 -1.641 2.506
P -0.477 -2.277 2.197
C -1.466 -1.169 1.336
P -2.989 -1.661 0.670
S -3.283 -1.145 -1.230
C -3.443 -3.411 0.898
C -3.949 -3.892 2.106
C -4.214 -5.242 2.268
C -3.961 -6.135 1.234
C -3.443 -5.665 0.034
C -3.189 -4.313 -0.136
C -4.342 -0.806 1.576
C -5.671 -1.223 1.490
C -6.685 -0.462 2.050
C -6.393 0.735 2.692
C -5.072 1.154 2.787
C -4.057 0.388 2.236
C -1.152 -2.626 3.879
C -0.388 -3.317 4.822
C -0.834 -3.455 6.126
C -2.043 -2.891 6.518
C -2.804 -2.195 5.592
C -2.355 -2.062 4.284
C -0.291 -3.959 1.469
C 0.284 -4.002 0.197
C 0.560 -5.210 -0.418
C 0.263 -6.402 0.231
C -0.323 -6.370 1.487
C -0.603 -5.157 2.103
H -4.145 -3.200 2.915
H -4.614 -5.604 3.209
H -4.161 -7.192 1.367
H -3.242 -6.360 -0.773
H -2.806 -3.930 -1.073
H -5.905 -2.146 0.972
H -7.714 -0.795 1.975
H -7.191 1.339 3.109
H -4.833 2.083 3.292
H -3.022 0.696 2.319
H 0.573 -3.719 4.525
H -0.227 -3.986 6.852
H -2.379 -2.981 7.545
H -3.743 -1.740 5.890
H -2.929 -1.496 3.564
H 0.529 -3.069 -0.300
H 1.009 -5.228 -1.404
H 0.485 -7.353 -0.240
H -0.567 -7.297 1.994
H -1.071 -5.141 3.079
C 1.118 -0.078 -3.557
C 0.291 0.622 -2.479
O -0.006 1.787 -2.643
H 1.067 0.479 -4.499
H 0.761 -1.100 -3.692
H 2.157 -0.121 -3.212
Cl 2.887 0.615 -0.038
C 4.572 1.185 -0.338
Cl 5.525 0.026 -1.292
H 5.068 1.308 0.620
H 4.524 2.113 -0.899
C -0.477 2.178 2.400
P -0.360 2.539 0.595
C -2.135 2.644 0.142
C 0.057 4.317 0.708
C -0.598 5.304 -0.042
C -0.189 6.626 0.000
C 0.903 7.009 0.771
C 1.593 6.033 1.484
C 1.190 4.712 1.437
H 0.501 2.318 2.859
H -0.749 1.128 2.531
H -1.205 2.836 2.884
H -2.670 3.346 0.788
H -2.579 1.651 0.212
H -2.210 2.947 -0.902
H -1.444 5.028 -0.657
H -0.724 7.372 -0.579
H 1.211 8.047 0.812
H 2.461 6.312 2.072
H 1.759 3.962 1.975
*
```

## Properties
Lowest unoccupied orbital energy (spin up / spin down) in eV: 4.38 / 4.37
HOMO level (spin up / spin down) in eV: 2.073 / -1.615